{
  "formula": "CH2NO3S",
  "method": "ωB97M-V/def2-TZVPD",
  "elements": ["C", "N", "O", "O", "O", "S", "H", "H"],
  "xyz": [[0.47573, 0.92679, -0.85629], [-0.70426, 0.41950, -1.07660], [1.00182, 1.85250, -1.41269], [1.21317, 0.10055, 0.00042], [-0.24391, -1.34283, 1.67088], [-1.69045, -0.86719, 1.99655], [-0.68026, -0.51382, -0.89128], [0.62815, -0.57551, 0.56901]],
  "forces_ev_per_angstrom": [[3.38, -2.37, 1.71], [-3.86, 2.97, -1.57], [0.17, 1.15, -0.25], [-0.44, 0.30, 0.55], [0.14, -0.18, -0.02], [0.28, 0.16, -0.44], [-0.19, -3.33, 0.62], [0.52, 1.30, -0.60]],
  "mulliken_charge": [0.761, -0.551, -0.570, -0.538, -0.550, -0.212, 0.264, 0.396],
  "mol_weight_g_mol": 108.098,
  "homo_energy_ev": [-3.46, -3.14],
  "de_lowest_kcal_mol": 69.0,
  "multiplicity": 1,
  "max_force_ha_per_bohr": 0.0994,
  "total_charge": -1
}